1.
Formula: C3H4O3Y
Source: OMol25
Level of theory: wB97M-V/def2-TZVPD

Last column: Löwdin charge in e.
Geometry (Å):
C (0.54, -0.13, 0.25)  -0.216
O (-1.74, -0.43, -0.46)  0.029
C (-1.79, 0.89, -0.10)  -0.665
C (-0.53, -1.04, -0.05)  -0.281
O (-0.63, 1.29, 0.30)  -0.057
O (-2.87, 1.42, 0.10)  0.097
H (0.77, -0.16, 1.33)  0.055
H (-0.64, -1.68, 0.83)  0.127
H (0.30, -1.33, -0.95)  0.160
Y (2.48, 1.11, -0.84)  0.996
H (4.11, 0.04, -0.40)  -0.245

Summary:
- E_tot (eV) = -10353.4455
- total charge = 0
- strongest force on any atom (eV Å⁻¹) = 6.2
- energy relative to the best compared isomer or geometry (same formula, charge and spin) (kJ/mol) = 437.4
- spin multiplicity = 2
- frontier orbital gap (spin up / spin down) (eV) = 4.8 / 7.3
- molecular weight (g/mol) = 176.968

***

2.
Formula: C5H16N2O
Source: OMol25
Level of theory: wB97M-V/def2-TZVPD

Last column: Löwdin charge in e.
Geometry (Å):
C (1.06, 2.09, -1.45)  -0.076
C (0.99, 0.76, -0.62)  -0.421
C (2.31, 0.63, 0.16)  -0.086
C (-0.20, 0.94, 0.35)  -0.175
N (-0.86, -0.40, 0.55)  -0.118
C (-1.80, -0.88, -0.49)  -0.294
N (-1.30, -1.31, -1.75)  0.026
H (0.42, 1.91, -2.31)  0.073
H (1.10, 2.90, -0.73)  0.079
H (2.08, 2.21, -1.86)  0.069
H (0.94, -0.10, -1.29)  0.104
H (2.33, 1.50, 0.82)  0.078
H (3.18, 0.43, -0.46)  0.077
H (2.26, -0.24, 0.84)  0.072
H (0.19, 1.25, 1.32)  0.111
H (-0.99, 1.58, -0.02)  0.110
H (-0.08, -1.04, 0.64)  0.082
H (-2.49, -0.03, -0.58)  0.108
H (-2.25, -1.70, 0.06)  0.113
H (-1.30, -2.30, -1.88)  0.062
H (-0.79, -0.75, -2.40)  0.054
O (-0.41, -1.66, 2.88)  -0.086
H (0.31, -1.23, 3.35)  0.021
H (-1.09, -1.12, 2.46)  0.017

Summary:
- E_tot (eV) = -10470.9344
- total charge = 0
- SMILES = CC(C)CNCN.O
- strongest force on any atom (eV Å⁻¹) = 3.2
- energy relative to the best compared isomer or geometry (same formula, charge and spin) (kJ/mol) = 153.2
- frontier orbital gap (eV) = 9.5
- molecular weight (g/mol) = 120.196

***

3.
Formula: C4H4MgO5Rb
Source: OMol25
Level of theory: wB97M-V/def2-TZVPD

Last column: Löwdin charge in e.
Geometry (Å):
O (-3.15, -0.84, -0.23)  0.077
C (-3.58, 0.26, 0.38)  -0.605
C (-1.80, -0.58, -0.72)  -0.123
O (-4.75, 0.54, 0.51)  0.173
O (-2.59, 1.11, 0.60)  0.050
C (-1.28, 0.49, 0.21)  0.062
Rb (1.34, 3.10, -0.61)  0.858
H (-1.92, -0.28, -1.77)  0.140
H (-1.21, -1.50, -0.68)  0.136
H (-0.97, 0.00, 1.15)  0.135
C (3.54, -0.70, 0.31)  -0.506
O (3.61, 0.57, 0.10)  -0.279
O (4.61, -1.35, 0.36)  -0.143
Mg (5.65, 0.36, 0.00)  0.863
H (2.51, -1.18, 0.39)  0.161

Summary:
- E_tot (eV) = -20542.6229
- total charge = +1
- strongest force on any atom (eV Å⁻¹) = 4.7
- energy relative to the best compared isomer or geometry (same formula, charge and spin) (kJ/mol) = 167.5
- frontier orbital gap (spin up / spin down) (eV) = 9.3 / 3.8
- molecular weight (g/mol) = 241.844

***

4.
Formula: C2H3F2NO
Source: OMol25
Level of theory: wB97M-V/def2-TZVPD

Last column: Löwdin charge in e.
Geometry (Å):
O (-1.78, 0.49, 0.45)  -0.097
N (-1.26, -0.33, -0.58)  0.013
C (0.06, -0.30, -0.57)  -0.117
C (1.06, 0.28, 0.27)  -0.488
F (1.66, 1.24, -0.39)  0.125
F (1.83, -0.81, 0.35)  0.033
H (-2.76, 0.36, 0.36)  0.111
H (0.59, -1.22, -1.29)  0.206
H (0.61, 0.30, 1.40)  0.212

Summary:
- E_tot (eV) = -11091.5597
- total charge = 0
- SMILES = O/N=C\C(F)F
- strongest force on any atom (eV Å⁻¹) = 7.7
- energy relative to the best compared isomer or geometry (same formula, charge and spin) (kJ/mol) = 391.3
- frontier orbital gap (eV) = 11.2
- molecular weight (g/mol) = 95.048

***

5.
Formula: C10H12NO2
Source: OMol25
Level of theory: wB97M-V/def2-TZVPD

Last column: Löwdin charge in e.
Geometry (Å):
C (0.08, 1.92, 2.56)  0.035
N (-0.17, 0.89, 1.53)  -0.102
C (-0.76, -0.29, 2.06)  0.000
C (0.22, 1.17, 0.34)  0.070
C (-0.10, 0.33, -0.79)  -0.166
C (-1.32, 0.55, -1.39)  -0.030
C (-1.66, -0.12, -2.54)  -0.013
C (-0.84, -1.16, -3.03)  -0.020
C (0.24, -1.56, -2.30)  0.008
C (0.65, -0.78, -1.21)  -0.064
C (1.96, -1.22, -0.52)  -0.412
O (2.83, -1.81, -1.14)  0.123
O (2.11, -0.83, 0.78)  0.099
H (0.40, 1.40, 3.36)  0.066
H (0.88, 2.53, 2.40)  0.081
H (-0.81, 2.43, 2.94)  0.131
H (-0.20, -0.92, 2.73)  0.101
H (-1.73, -0.10, 2.68)  0.157
H (-0.88, -0.95, 1.10)  0.143
H (0.67, 2.07, 0.11)  0.150
H (-1.92, 1.28, -1.07)  0.091
H (-2.64, 0.20, -2.96)  0.140
H (-1.02, -1.71, -3.89)  0.097
H (0.95, -2.40, -2.64)  0.165
H (3.08, -0.89, 0.88)  0.149

Summary:
- E_tot (eV) = -16141.7187
- total charge = +1
- SMILES = C[N+](C)=Cc1ccccc1C(=O)O
- strongest force on any atom (eV Å⁻¹) = 4.3
- energy relative to the best compared isomer or geometry (same formula, charge and spin) (kJ/mol) = 65.5
- frontier orbital gap (eV) = 8.9
- molecular weight (g/mol) = 178.211

***

6.
Formula: C4H11CsNO5S
Source: OMol25
Level of theory: wB97M-V/def2-TZVPD

Last column: Löwdin charge in e.
Geometry (Å):
Cs (-33.00, 8.28, -9.81)  1.702
S (-32.14, 5.87, -10.86)  0.044
O (-32.84, 6.82, -11.73)  -0.653
O (-32.27, 6.22, -9.52)  -0.775
O (-32.69, 4.54, -11.06)  -0.334
O (-30.74, 5.87, -11.27)  -0.338
C (-30.01, 6.35, -7.38)  -0.083
C (-31.39, 5.85, -7.14)  -0.347
C (-32.48, 7.03, -7.26)  -0.357
O (-32.36, 8.05, -6.39)  -0.209
C (-32.60, 7.90, -4.95)  -0.048
N (-31.55, 4.87, -8.30)  0.024
H (-29.96, 6.90, -8.32)  0.083
H (-29.29, 5.55, -7.49)  0.081
H (-29.69, 7.08, -6.63)  0.063
H (-31.52, 5.18, -6.29)  0.120
H (-33.51, 6.68, -7.13)  0.128
H (-32.44, 7.42, -8.28)  -0.176
H (-33.19, 8.70, -4.51)  0.079
H (-31.65, 7.68, -4.46)  0.079
H (-33.11, 6.94, -4.81)  0.078
H (-31.66, 5.40, -9.15)  -0.216
H (-32.44, 4.48, -8.02)  0.054

Summary:
- E_tot (eV) = -27430.5469
- total charge = -1
- strongest force on any atom (eV Å⁻¹) = 13.2
- energy relative to the best compared isomer or geometry (same formula, charge and spin) (kJ/mol) = 815.4
- frontier orbital gap (eV) = 5.2
- molecular weight (g/mol) = 318.106

***

7.
Formula: C4H7NO
Source: OMol25
Level of theory: wB97M-V/def2-TZVPD

Last column: Löwdin charge in e.
Geometry (Å):
C (-0.66, 0.14, -0.70)  -0.153
C (0.10, 1.26, 0.06)  -0.171
C (0.90, -0.74, 0.85)  -0.146
C (0.34, -0.96, -0.56)  -0.034
N (1.36, 0.60, 0.45)  -0.173
O (1.83, 0.11, -0.82)  -0.122
H (-1.58, -0.14, -0.19)  0.113
H (-0.89, 0.39, -1.73)  0.109
H (0.34, 2.09, -0.59)  0.112
H (-0.42, 1.61, 0.95)  0.112
H (0.15, -0.75, 1.65)  0.119
H (1.75, -1.37, 1.09)  0.114
H (0.37, -1.87, -1.14)  0.120

Summary:
- E_tot (eV) = -7795.1193
- total charge = 0
- strongest force on any atom (eV Å⁻¹) = 3.6
- energy relative to the best compared isomer or geometry (same formula, charge and spin) (kJ/mol) = 436.6
- frontier orbital gap (eV) = 10.0
- molecular weight (g/mol) = 85.106

***

8.
Formula: C28H54N4O4
Source: OMol25
Level of theory: wB97M-V/def2-TZVPD

Last column: Löwdin charge in e.
Geometry (Å):
C (0.74, -0.40, 0.64)  -0.121
C (0.26, 0.21, -0.78)  -0.240
C (-0.89, -0.77, -1.33)  -0.199
C (-1.28, -0.57, -2.87)  -0.166
O (-2.24, -1.57, -3.37)  -0.093
C (-3.49, -1.29, -2.73)  -0.171
C (-3.92, -2.05, -1.61)  0.095
C (-5.29, -1.76, -0.82)  -0.225
O (-5.72, -2.69, -0.11)  0.074
C (-5.94, -0.33, -1.01)  -0.052
N (-6.90, 0.34, -0.12)  -0.085
C (-6.25, 1.21, 0.90)  -0.054
C (-7.90, -0.58, 0.46)  -0.375
C (-9.30, -0.85, -0.25)  -0.009
O (-7.67, -1.21, 1.53)  0.040
C (-5.51, 0.42, -2.15)  -0.081
N (-6.04, 1.78, -2.36)  -0.010
C (-4.97, 2.80, -2.50)  -0.222
C (-3.96, 2.89, -1.26)  -0.236
C (-4.14, 4.24, -0.37)  -0.126
C (-4.45, -0.11, -3.21)  -0.201
O (-4.32, 0.30, -4.38)  0.077
H (1.23, -1.42, 0.48)  0.069
H (1.43, 0.36, 1.16)  0.051
H (-0.19, -0.57, 1.31)  0.085
H (-0.22, 1.22, -0.54)  0.107
H (1.14, 0.36, -1.50)  0.106
H (-0.63, -1.88, -1.17)  0.122
H (-1.82, -0.57, -0.68)  0.110
H (-1.79, 0.45, -2.99)  0.125
H (-0.34, -0.59, -3.50)  0.136
H (-3.23, -2.90, -1.28)  0.144
H (-6.88, 1.21, 1.86)  0.107
H (-5.15, 1.01, 1.07)  0.097
H (-6.33, 2.29, 0.49)  0.087
H (-9.28, -1.79, -0.89)  0.092
H (-9.60, 0.08, -0.83)  0.081
H (-10.09, -1.01, 0.55)  0.093
H (-6.55, 1.81, -3.27)  0.131
H (-4.34, 2.66, -3.46)  0.111
H (-5.44, 3.85, -2.61)  0.126
H (-4.02, 2.02, -0.53)  0.074
H (-2.88, 2.90, -1.67)  0.105
H (-5.27, 4.41, -0.27)  0.072
H (-3.64, 4.01, 0.63)  0.077
H (-3.60, 5.12, -0.86)  0.074
C (3.55, 2.57, 1.44)  -0.095
C (3.79, 3.41, 2.69)  -0.271
N (3.02, 2.96, 3.84)  -0.194
C (3.01, 3.93, 4.94)  -0.253
C (4.34, 4.25, 5.62)  -0.091
C (3.21, 1.57, 4.24)  -0.247
C (4.63, 1.11, 4.57)  -0.085
H (2.49, 2.51, 1.20)  0.067
H (4.06, 3.02, 0.58)  0.074
H (3.95, 1.55, 1.55)  0.063
H (3.49, 4.44, 2.44)  0.118
H (4.87, 3.44, 2.90)  0.099
H (2.29, 3.60, 5.70)  0.111
H (2.59, 4.87, 4.55)  0.108
H (4.67, 3.43, 6.26)  0.054
H (4.22, 5.13, 6.26)  0.071
H (5.13, 4.48, 4.90)  0.067
H (2.82, 0.93, 3.44)  0.092
H (2.56, 1.35, 5.10)  0.116
H (5.36, 1.43, 3.83)  0.067
H (4.65, 0.01, 4.60)  0.073
H (4.95, 1.45, 5.55)  0.054
C (2.68, -2.88, -2.96)  -0.093
C (3.74, -3.96, -2.81)  -0.270
N (5.04, -3.45, -2.41)  -0.195
C (6.12, -4.42, -2.56)  -0.253
C (6.07, -5.68, -1.70)  -0.091
C (5.08, -2.66, -1.19)  -0.248
C (4.56, -3.31, 0.09)  -0.086
H (3.01, -2.09, -3.65)  0.081
H (1.76, -3.31, -3.38)  0.074
H (2.41, -2.42, -2.01)  0.051
H (3.83, -4.46, -3.79)  0.118
H (3.37, -4.73, -2.11)  0.100
H (7.08, -3.92, -2.40)  0.111
H (6.15, -4.74, -3.61)  0.109
H (6.32, -5.46, -0.66)  0.054
H (6.80, -6.40, -2.06)  0.071
H (5.09, -6.17, -1.73)  0.067
H (4.50, -1.74, -1.36)  0.099
H (6.10, -2.30, -1.01)  0.115
H (3.61, -3.82, -0.05)  0.066
H (4.41, -2.54, 0.86)  0.069
H (5.28, -4.02, 0.51)  0.053

Summary:
- E_tot (eV) = -44055.8892
- total charge = 0
- SMILES = CCCCOC1=CC(=O)C(N(C)C(C)=O)=C(NCCC)C1=O.CCN(CC)CC.CCN(CC)CC
- strongest force on any atom (eV Å⁻¹) = 4.5
- frontier orbital gap (eV) = 6.7
- molecular weight (g/mol) = 510.764